Entry from the Open Molecules 2025 dataset: a structure of composition C42H46F5NP2RuTe (wB97M-V/def2-TZVPD).

As for the HOMO energy (alpha / beta): -13.18 / -13.19 eV. As for the gap between HOMO and LUMO (alpha / beta): 0.169 / 0.167 Ha. As for the largest force on an atom: 2.4 eV Å⁻¹. The total charge is +2. The spin multiplicity is 1.

```
98
C42H46F5NP2RuTe | the Open Molecules 2025 dataset | wB97M-V/def2-TZVPD
Ru 0.24213 0.92444 0.07389
C -1.82047 0.10924 3.29979
C -0.37457 -0.35116 3.49789
C -0.06737 -0.34256 4.99419
P 0.71203 0.72074 2.41559
C 1.08393 2.27924 3.39139
C 1.33343 3.43214 2.42179
C 2.24793 2.10854 4.35989
C 2.29823 -0.17036 2.25029
C 2.89993 -0.93326 3.23849
C 4.13453 -1.52496 3.02139
C 4.77163 -1.37766 1.79549
C 4.18673 -0.63786 0.78939
C 2.95043 -0.00336 1.00089
N 2.30043 0.70824 0.02869
C 2.95033 1.46894 -0.89461
C 4.25783 1.96524 -0.70911
C 4.85223 2.74184 -1.67771
C 4.17493 3.04974 -2.85321
C 2.87613 2.59894 -3.04551
C 2.25103 1.82554 -2.08411
P 0.61623 1.03564 -2.26791
C 1.10243 -0.39516 -3.36731
C 1.84753 -1.43136 -2.53001
C -0.06857 -1.05256 -4.09101
C -0.54127 2.13094 -3.24811
C -1.94577 1.51744 -3.20091
C -0.14297 2.45134 -4.69121
H -2.49367 -0.49986 3.90149
H -2.12887 0.00854 2.26209
H -1.94077 1.14904 3.60669
H -0.26427 -1.38006 3.11199
H -0.13467 0.66344 5.40299
H 0.90273 -0.76386 5.24369
H -0.81227 -0.95656 5.49859
H 0.17053 2.49364 3.96009
H 2.02973 3.15664 1.62549
H 1.76003 4.28124 2.95149
H 0.39603 3.76484 1.98349
H 3.18983 1.97534 3.83199
H 2.09343 1.26364 5.02349
H 2.33173 3.00444 4.97339
H 2.41423 -1.07416 4.19069
H 4.59343 -2.10526 3.80599
H 5.71833 -1.86306 1.62199
H 4.64473 -0.59046 -0.18671
H 4.76923 1.77294 0.22319
H 5.85173 3.11894 -1.52281
H 4.65693 3.63454 -3.62061
H 2.36883 2.84904 -3.96161
H 1.79143 0.04314 -4.10391
H 1.14813 -1.95226 -1.86891
H 2.63483 -0.98786 -1.92121
H 2.30713 -2.17116 -3.18021
H -0.87027 -1.29506 -3.39661
H 0.27333 -1.98006 -4.55051
H -0.46877 -0.42416 -4.88121
H -0.55747 3.06744 -2.67481
H -2.07137 0.74114 -3.94921
H -2.68417 2.28804 -3.40381
H -2.16077 1.08684 -2.22141
H 0.34023 1.61864 -5.19751
H 0.50513 3.32134 -4.74531
H -1.04437 2.70174 -5.24691
Te -0.89987 -1.60136 0.15529
C -1.89037 -2.53826 -1.50711
C -1.37217 -3.73346 -1.99081
C -2.08107 -4.44416 -2.94161
C -3.29467 -3.96296 -3.40861
C -3.80077 -2.76676 -2.92741
C -3.10257 -2.04916 -1.97051
C -1.78907 -3.19846 1.33369
C -1.10787 -4.39436 1.48549
C -1.77647 -5.48196 2.02419
C -3.09897 -5.36336 2.41529
C -3.76277 -4.15676 2.27119
C -3.11267 -3.06556 1.71809
H -0.42507 -4.11106 -1.62641
H -1.69027 -5.38116 -3.30811
H -3.84857 -4.52596 -4.14231
H -4.74977 -2.39466 -3.28221
H -3.51197 -1.12856 -1.57971
H -0.07827 -4.48866 1.16839
H -1.26537 -6.42856 2.11189
H -3.62087 -6.22106 2.80879
H -4.79817 -4.06626 2.56179
H -3.63977 -2.13386 1.56469
F 0.05913 3.62254 -0.35941
C -1.23877 3.32534 -0.03701
C -1.53437 1.96554 0.09769
C -2.88257 1.67664 0.30189
F -3.25387 0.36924 0.34389
C -3.85847 2.65284 0.44659
F -5.12457 2.30774 0.62639
C -3.48877 4.00084 0.39819
F -4.39527 4.94264 0.58329
C -2.16027 4.34554 0.12469
F -1.79377 5.61894 0.03549
```